No. 1
ORCA calculation (the ωB97M-V functional and the def2-TZVPD basis) on C22H51IrN10 as an isolated structure.

Each line ends with the Mulliken charge.
Positions of all 84 atoms, in Å:
Ir 0.3803 -0.4094 0.1690  0.379
C -2.0835 0.9333 3.3838  -0.990
N -2.3744 -0.4798 3.1619  0.211
C -3.3703 -1.0520 4.0783  -1.110
C -1.7096 -1.1966 2.2596  -0.301
N -0.4221 -0.8112 1.9192  1.460
C 0.5247 -0.6560 3.0497  -0.456
C 1.8948 -1.1454 2.6055  -1.368
N 2.2421 -0.4782 1.3212  0.274
C 2.7407 0.9058 1.5556  -1.288
C 2.1605 1.8495 0.5151  -0.506
N 0.7597 1.5100 0.2385  0.303
C -0.1737 2.4999 0.0658  -0.480
N -1.0516 2.4209 -0.9462  0.697
C -0.5777 2.1266 -2.3009  -1.167
C -2.4229 2.9230 -0.8290  -1.371
N -0.1998 3.5350 0.9026  0.227
C 0.3706 3.5018 2.2449  -1.050
C -0.6945 4.8587 0.4971  -1.166
C 3.1537 -1.3002 0.4845  -1.573
C 3.0623 -0.8725 -0.9682  -0.612
N 1.6339 -0.8654 -1.3652  1.322
C 1.3515 -1.1658 -2.6717  -0.887
N 0.4047 -2.0833 -2.9325  0.384
C 0.2822 -3.2468 -2.0492  -0.891
C -0.4548 -2.0433 -4.1187  -1.047
N 2.0785 -0.6304 -3.6527  0.356
C 2.7863 0.6411 -3.5033  -0.926
C 2.2933 -1.2876 -4.9475  -1.284
N -2.2566 -2.2757 1.7063  0.250
C -1.4797 -3.4306 1.2653  -0.966
C -3.7030 -2.4154 1.5043  -1.200
H -3.0258 1.4792 3.4310  0.487
H -1.4892 1.3196 2.5597  0.016
H -1.5550 1.0788 4.3276  0.360
H -3.1387 -0.6975 5.0820  0.397
H -3.3084 -2.1352 4.0720  0.376
H -4.3806 -0.7355 3.8220  0.402
H 0.1844 -1.2176 3.9211  0.749
H 0.5889 0.3920 3.3548  0.142
H 1.8708 -2.2220 2.4370  0.395
H 2.6536 -0.9437 3.3652  0.352
H 3.8322 0.9238 1.5258  0.476
H 2.4427 1.2078 2.5586  0.360
H 2.7170 1.7659 -0.4186  0.036
H 2.2449 2.8902 0.8264  0.867
H -0.1215 1.1438 -2.3706  0.316
H 0.1388 2.8839 -2.6240  0.300
H -1.4333 2.1636 -2.9706  0.380
H -2.6756 3.0602 0.2198  0.393
H -3.0932 2.1779 -1.2564  0.462
H -2.5706 3.8646 -1.3580  0.450
H 0.5751 2.4778 2.5386  0.285
H -0.3481 3.9361 2.9402  0.417
H 1.2885 4.0894 2.2976  0.412
H -0.8114 4.9070 -0.5795  0.414
H 0.0452 5.5987 0.8005  0.393
H -1.6409 5.0889 0.9857  0.378
H 2.8139 -2.3341 0.5657  0.404
H 4.1814 -1.2526 0.8540  0.348
H 3.6098 -1.5946 -1.5777  0.767
H 3.5507 0.0909 -1.1169  0.286
H 1.2327 -3.7757 -1.9752  0.346
H -0.4507 -3.9239 -2.4792  0.386
H -0.0525 -2.9825 -1.0493  0.029
H -0.0518 -1.4044 -4.8940  0.401
H -1.4464 -1.6725 -3.8523  0.293
H -0.5638 -3.0453 -4.5272  0.391
H 2.3707 1.2016 -2.6718  0.036
H 2.6492 1.2183 -4.4168  0.448
H 3.8558 0.4884 -3.3564  0.349
H 2.0377 -2.3416 -4.8819  0.417
H 3.3513 -1.1958 -5.1877  0.392
H 1.7235 -0.8149 -5.7474  0.432
H -0.4150 -3.2456 1.3772  0.144
H -1.7120 -3.6561 0.2246  0.420
H -1.7507 -4.2981 1.8686  0.492
H -4.1960 -1.4591 1.6449  0.385
H -4.1351 -3.1580 2.1742  0.413
H -3.8615 -2.7426 0.4768  0.397
C -1.4502 -0.5566 -0.7746  -1.717
H -2.2465 -0.0438 -0.2301  0.481
H -1.6870 -1.6287 -0.7671  0.642
H -1.4928 -0.2303 -1.8117  0.380

Cartesian forces, eV/Å:
Ir 0.3011 0.2100 0.0216
C 0.0054 0.0077 0.0165
N -0.0077 -0.0066 0.0069
C -0.0153 0.0094 -0.0078
C -0.0399 0.0754 -0.0625
N 0.1775 -0.3074 0.0672
C 0.0214 0.0594 -0.0137
C -0.0668 0.0505 0.0108
N 0.0431 -0.0977 -0.0570
C -0.0124 0.0010 -0.0731
C 0.1160 0.0058 -0.1349
N -0.3190 -0.1133 -0.1347
C -0.0050 -0.1571 -0.0554
N 0.0595 0.1649 0.0828
C 0.0467 0.0238 -0.0489
C 0.0088 0.0015 0.0258
N 0.0371 0.0427 0.0068
C -0.1274 0.0036 0.0799
C 0.0598 0.0252 0.0374
C 0.0165 -0.0516 0.0344
C -0.0133 -0.0783 -0.0490
N -0.0868 0.1997 0.3077
C 0.0648 -0.2282 -0.0550
N 0.1922 0.1663 -0.0052
C -0.0830 0.0183 0.0083
C -0.1615 -0.0474 -0.0324
N -0.0964 0.0586 0.0278
C -0.1130 0.0306 -0.0919
C 0.1412 -0.0821 0.0321
N 0.0177 0.0275 0.0533
C -0.0214 -0.0117 0.0148
C 0.0151 -0.0125 0.0386
H -0.0016 -0.0113 0.0085
H -0.0092 0.0094 -0.0180
H -0.0004 0.0066 -0.0021
H -0.0014 0.0018 -0.0025
H 0.0027 -0.0080 0.0046
H -0.0005 -0.0030 -0.0006
H 0.0299 -0.0434 -0.0144
H -0.0408 0.0451 0.0142
H -0.0373 0.0092 -0.0263
H -0.0109 -0.0107 0.0217
H -0.0036 0.0003 0.0178
H -0.0319 0.0334 -0.0215
H 0.0173 0.0470 -0.0203
H 0.0598 -0.0935 0.0261
H 0.0623 -0.0197 0.0262
H -0.0198 0.0114 -0.0336
H 0.0079 -0.0418 -0.0039
H -0.0189 -0.0130 -0.0164
H -0.0019 -0.0090 -0.0007
H -0.0043 -0.0170 -0.0080
H -0.0056 -0.0238 0.0362
H 0.0063 0.0130 -0.0047
H -0.0213 0.0182 0.0069
H 0.0266 0.0158 0.0009
H -0.0173 0.0082 0.0023
H 0.0020 0.0068 -0.0137
H 0.0260 0.0083 0.0119
H 0.0057 0.0355 -0.0273
H 0.0179 0.0098 0.0022
H -0.0229 0.0108 0.0125
H 0.0084 0.0038 -0.0118
H -0.0094 -0.0032 -0.0018
H -0.0078 0.0081 -0.0132
H -0.0451 0.0624 0.0645
H 0.0033 -0.0458 0.0781
H 0.0539 -0.0070 -0.0565
H -0.0206 0.0320 0.0468
H -0.0084 0.0070 -0.0020
H 0.0008 -0.0379 -0.0054
H 0.0239 0.0286 -0.0209
H 0.0197 -0.0323 -0.0087
H -0.0051 0.0398 0.0335
H -0.0021 -0.0068 0.0234
H -0.0048 -0.0060 0.0118
H -0.0126 0.0047 -0.0044
H -0.0050 -0.0006 -0.0084
H -0.0015 0.0032 0.0007
H -0.0014 -0.0025 -0.0021
C -0.0627 -0.0946 -0.1069
H -0.0012 -0.0113 0.0175
H -0.1234 0.1016 -0.0811
H 0.0313 -0.0273 0.0175

As for the energy: -1519.81685 a.u. The spin multiplicity is 2. For the LUMO energy (spin up / spin down), the calculation gives -9.52 / -9.86 eV. The net charge is +3. As for the gap between HOMO and LUMO (spin up / spin down): 7.3 / 7.6 eV. For the HOMO energy (spin up / spin down), the calculation gives -16.814 / -17.460 eV. The expectation value of S² is 0.75.



No. 2
ORCA calculation (the ωB97M-V functional and the def2-TZVPD basis) on H22O11 as an isolated structure at a distorted geometry.

Each line ends with the Mulliken charge.
Positions of all 33 atoms, in Å:
O 0.5826 -1.0784 2.4129  -0.578
H 1.1549 -0.8216 3.1360  0.316
H 0.4278 -0.2668 1.9296  0.394
O -0.7750 1.2186 -2.3763  -0.544
H -0.1370 0.5494 -2.1286  0.317
H -0.3371 1.7263 -3.0595  0.486
O -2.0945 0.1727 -1.4782  -0.763
H -2.6394 0.8131 -1.0207  0.295
H -1.3551 0.6812 -1.8113  0.499
O 0.3113 0.0297 -0.3714  -1.035
H -0.5536 0.3392 -0.1025  0.218
H 0.9112 0.4024 0.2748  -0.266
O -1.1600 1.3418 0.9336  -0.517
H -0.4330 1.5686 1.5136  0.283
H -1.8632 1.0722 1.5244  0.331
O -2.1991 -0.7671 1.4574  -0.740
H -1.4663 -0.7778 0.8417  0.705
H -2.7611 -0.0562 1.1492  0.272
O 1.2259 1.5170 -2.0949  -0.882
H 0.8495 0.9806 -1.3971  0.473
H 0.9873 2.4145 -1.8630  0.320
O 2.2775 0.3310 1.0148  -0.492
H 1.7462 1.1127 0.8634  0.483
H 2.5934 0.4258 1.9133  0.297
O 2.3375 -1.5174 0.5701  -1.095
H 1.7312 -1.8210 1.2457  0.453
H 2.4350 -0.5802 0.7387  0.638
O 0.4240 -1.8754 -1.0745  -0.749
H 0.7105 -1.0555 -0.6723  0.289
H 0.7923 -2.5589 -0.5146  0.362
O -1.4324 -1.4764 -0.3623  -1.046
H -0.4939 -1.2924 -0.3219  0.681
H -1.7974 -0.7517 -0.8700  0.598

Cartesian forces, eV/Å:
O -0.5630 -0.0720 0.8115
H 0.0240 -0.1420 0.5101
H -0.5728 -0.3014 0.2668
O 5.3690 6.7809 -8.3462
H 0.2143 -0.3922 -1.7243
H -0.1776 -0.0760 -0.2568
O -9.3572 -0.2102 1.6682
H -0.4954 0.0265 -0.0938
H -4.8223 -1.4278 2.0686
O 1.5852 7.4393 1.8799
H -1.2809 0.6445 0.3995
H -1.0180 -0.8940 -0.8539
O 0.5697 2.4891 -0.1622
H -0.0909 0.5371 0.4193
H -0.1697 -0.4967 0.7852
O -3.1557 1.7041 6.0555
H -0.3205 -1.4748 -1.0384
H -0.9072 -0.7674 -0.2998
O 5.9559 1.9388 -0.1785
H 1.1701 0.2946 0.7107
H 0.2111 0.2491 0.0562
O -0.0524 16.1862 5.4091
H 1.0604 2.0145 0.0639
H 0.5124 0.0998 0.5210
O 1.4321 -9.0491 -1.6656
H 0.0972 -0.4106 -0.0183
H 1.4681 -7.2833 -3.0738
O 5.3122 -5.8947 -4.2922
H 2.3464 -2.5694 -1.1841
H 0.3344 -0.4848 -0.5580
O -1.4133 -4.6960 2.4842
H -2.2129 -2.6870 -0.2677
H -1.0528 -1.0750 -0.0962

As for the energy: -840.06059 a.u. The calculation puts the energy relative to the best compared isomer or geometry (same formula, charge and spin) at 514.3 kcal/mol. For the LUMO energy, the calculation gives -1.39 eV. As for the gap between HOMO and LUMO: 5.4 eV. For the HOMO energy, the calculation gives -6.836 eV.



No. 3
ORCA calculation (the ωB97M-V functional and the def2-TZVPD basis) on an isolated ion of composition C4H7N2 and charge +1 at a distorted geometry.

Each line ends with the Mulliken charge.
Positions of all 13 atoms, in Å:
C 1.2857 -0.6738 1.6881  -0.938
C 0.4848 -0.0381 0.5204  0.276
C 0.8464 -0.0960 -0.8150  -0.327
N -0.3741 0.1802 -1.5099  -0.133
C -1.4426 0.3008 -0.6593  -0.110
N -0.9165 0.4158 0.5371  -0.057
H 2.0044 -1.3238 1.1680  0.311
H 1.7740 0.1257 2.2425  0.305
H 0.6028 -1.3055 2.3883  0.316
H 1.8809 -0.3122 -1.1718  0.382
H -0.5878 0.0537 -2.5753  0.313
H -2.5159 0.5410 -0.9122  0.345
H -1.1694 1.0915 1.2643  0.315

Cartesian forces, eV/Å:
C -1.7890 0.2991 -0.1844
C -0.5088 -0.0971 -1.0315
C -1.6973 0.2340 1.7049
N -1.4915 -1.4597 -2.6700
C 1.2638 2.1590 -1.6020
N 2.5844 -1.2678 1.9072
H -0.1082 0.2195 0.5983
H 0.1816 -0.3197 0.2556
H 1.2065 1.1922 -1.3617
H -1.5263 0.1217 -0.3240
H 1.0117 0.2250 2.7256
H 1.6159 -0.3078 0.0531
H -0.7429 -0.9984 -0.0711

As for the energy: -265.85038 a.u. The calculation puts the energy relative to the best compared isomer or geometry (same formula, charge and spin) at 36.5 kcal/mol. For the LUMO energy, the calculation gives -3.97 eV. The net charge is +1. Its SMILES is Cc1c[nH]c[nH+]1. As for the gap between HOMO and LUMO: 10.3 eV. For the HOMO energy, the calculation gives -14.307 eV.



No. 4
ORCA calculation (the ωB97M-V functional and the def2-TZVPD basis) on C9H12BrCsF3O7S as an isolated structure at a distorted geometry.

Each line ends with the Mulliken charge.
Positions of all 34 atoms, in Å:
O 4.2162 -0.5734 0.8421  -0.404
C 3.2197 0.0098 0.7521  0.157
Br 3.2626 1.9493 0.9050  -0.189
C 1.8761 -0.6804 0.6883  -0.945
C 0.7669 -0.0667 -0.2102  1.836
C -0.0704 0.9235 0.5937  -1.545
C -1.3724 1.4532 -0.0436  -0.254
O -1.3597 1.4779 -1.4433  -0.535
C -1.6021 2.8973 0.4283  1.084
F -2.0243 2.9716 1.6794  -0.229
F -2.6032 3.4226 -0.3631  -0.547
F -0.5225 3.6469 0.2616  -0.366
O 1.3442 0.6473 -1.2983  -0.287
S 1.6427 -0.3190 -2.5551  1.080
O 0.8001 0.0995 -3.6123  -0.584
O 3.0331 -0.4827 -2.7155  -0.553
O 1.0617 -1.6211 -1.8624  -0.432
C 0.0438 -1.2152 -0.9055  -0.336
C -0.4157 -2.4399 -0.1406  -1.146
C -1.1046 -2.1831 1.1792  -0.341
O -1.6341 -3.4390 1.5709  -0.510
H 2.1257 -1.6761 0.3412  0.355
H 1.5518 -0.7678 1.7196  0.487
H 0.5947 1.7613 0.7675  0.546
H -0.3077 0.5208 1.5713  0.535
H -2.2173 0.8984 0.3612  0.383
H -2.1044 0.9787 -1.7884  0.369
H -0.7826 -0.8735 -1.5192  0.692
H 0.4131 -3.1259 0.0057  0.388
H -1.1305 -2.9636 -0.7671  0.503
H -1.9237 -1.4698 1.0625  0.172
H -0.4006 -1.8382 1.9349  0.302
H -2.0780 -3.3552 2.4184  0.346
Cs -2.2986 5.4326 0.1417  0.966

Cartesian forces, eV/Å:
O 1.7085 -0.8978 -0.0108
C -1.2716 0.5375 0.1176
Br -0.1059 0.3718 0.0356
C -0.0530 0.4118 -0.4309
C -0.0391 -0.2634 0.9197
C -0.1590 0.3531 -0.3024
C 0.2484 -0.1922 0.2412
O 0.1623 0.0542 0.1258
C 0.2155 -3.6393 -0.7664
F 0.0840 0.3029 0.4289
F -1.0663 -7.0425 -1.5622
F 0.9802 -0.2207 0.1070
O 0.3381 0.1582 -0.2830
S -0.2488 0.1415 0.1540
O -0.0423 0.0464 -0.1549
O 0.2313 -0.0122 -0.0512
O -0.1370 -0.3328 0.0936
C -0.1997 -0.5263 -0.5235
C 0.2227 -0.0264 -0.1309
C -0.1987 -0.5682 0.1268
O 0.0324 0.0436 -0.1040
H 0.0079 -0.1729 -0.0576
H -0.1573 0.0243 0.2015
H 0.2085 0.0705 0.0801
H -0.0545 -0.2127 0.1274
H -0.2127 -0.1224 -0.1122
H -0.0849 0.0570 -0.1153
H -0.1758 0.4678 0.1327
H 0.1701 -0.0440 0.1224
H -0.0533 -0.1394 -0.1428
H -0.0213 0.3151 0.0146
H 0.0582 0.2757 0.1011
H -0.0145 -0.0097 0.0839
Cs -0.3722 10.7914 1.5341

As for the energy: -4168.45049 a.u. For the LUMO energy, the calculation gives -3.40 eV. The net charge is +1. As for the gap between HOMO and LUMO: 9.5 eV. For the HOMO energy, the calculation gives -12.869 eV.